Entry 1:
ORCA calculation (ωB97M-V/def2-TZVPD) on a molecular structure, C21H27N4NiO7P2.

Structure (XYZ):
```
62
C21H27N4NiO7P2 | the Open Molecules 2025 dataset | ωB97M-V/def2-TZVPD
Ni 0.184 0.179 -0.473
C 3.202 0.840 -0.051
C 3.125 1.253 -1.520
C 1.918 2.076 -1.904
C 2.093 3.199 -2.701
C 1.002 3.922 -3.145
C -0.269 3.507 -2.786
C -0.385 2.407 -1.966
N 0.679 1.706 -1.532
N 2.281 -0.260 0.226
C 2.691 -1.525 -0.375
C 1.846 -1.901 -1.577
C 2.132 -3.035 -2.322
C 1.334 -3.346 -3.407
C 0.279 -2.504 -3.735
C 0.054 -1.396 -2.947
N 0.817 -1.113 -1.882
C 1.938 -0.391 1.659
C 0.854 -1.444 1.715
C 0.758 -2.377 2.722
C -0.304 -3.270 2.705
C -1.223 -3.205 1.674
C -1.079 -2.227 0.704
N -0.062 -1.364 0.727
H 2.916 1.678 0.581
H 4.233 0.563 0.200
H 3.141 0.369 -2.165
H 4.017 1.830 -1.757
H 3.095 3.499 -2.974
H 1.142 4.797 -3.766
H -1.154 4.024 -3.126
H -1.350 2.064 -1.626
H 2.607 -2.336 0.353
H 3.742 -1.488 -0.675
H 2.970 -3.663 -2.046
H 1.527 -4.237 -3.990
H -0.360 -2.703 -4.583
H -0.759 -0.711 -3.152
H 0.646 1.075 1.766
H 2.815 -0.655 2.258
H 1.501 -2.406 3.507
H -0.413 -4.002 3.494
H -2.052 -3.896 1.617
H -1.790 -2.104 -0.103
C -4.059 -0.530 2.192
C -3.323 0.791 2.082
O -4.238 1.837 2.369
P -1.939 0.787 3.377
O -1.583 2.407 3.334
O -2.862 0.801 4.714
O 1.474 0.804 2.206
P -2.492 1.015 0.444
O -2.953 2.524 0.067
O -2.864 0.042 -0.615
O -0.965 1.194 0.661
H -4.355 -0.696 3.229
H -3.435 -1.352 1.864
H -4.958 -0.510 1.575
H -3.884 2.667 2.028
H -0.985 2.626 2.609
H -3.297 1.650 4.869
H -3.624 2.511 -0.627
```

* strongest force on any atom: 0.0147 Eh/bohr
* lowest unoccupied orbital energy (spin up / spin down): -2.82 / -2.83 eV
* multiplicity: 1
* Kohn-Sham gap (spin up / spin down): 7.7 / 7.7 eV
* net charge: +1

=====

Entry 2:
ORCA calculation (ωB97M-V/def2-TZVPD) on a molecular structure, C16H56HfN28O20 at a distorted geometry.

Structure (XYZ):
```
121
C16H56HfN28O20 | the Open Molecules 2025 dataset | ωB97M-V/def2-TZVPD
Hf 0.110 -0.142 0.098
C -0.580 2.304 -0.793
O 0.019 2.255 0.237
O -1.485 1.524 -0.589
O 0.211 1.639 -1.492
C 0.014 -2.737 0.805
O 0.648 -1.990 1.565
O 0.476 -2.457 -0.287
O -1.101 -2.156 0.643
C -0.884 0.896 3.302
O -0.832 0.293 2.263
N -1.365 0.396 4.413
N -0.569 2.125 3.424
H -1.428 1.122 5.112
H -1.417 -0.603 4.556
H -0.684 2.554 4.331
H -0.476 2.669 2.578
C 3.065 4.872 -2.424
O 4.060 4.152 -2.391
N 3.179 6.187 -2.609
N 1.848 4.517 -2.318
H 3.982 6.723 -2.905
H 2.305 6.682 -2.497
H 1.091 5.186 -2.319
H 1.651 3.550 -2.103
C 2.555 0.604 2.628
O 1.727 0.501 1.727
N 2.317 1.150 3.719
N 3.696 0.019 2.545
H 2.998 1.182 4.464
H 1.462 1.651 3.916
H 3.696 -0.633 1.774
H 4.396 0.083 3.270
C -3.855 -2.861 3.408
O -4.785 -2.598 4.235
N -3.281 -4.023 3.358
N -3.423 -2.004 2.575
H -2.789 -4.156 2.486
H -3.645 -4.819 3.862
H -2.627 -2.241 2.000
H -4.022 -1.315 2.143
C 0.814 1.918 -5.601
O 0.937 0.732 -5.709
N 0.534 2.432 -4.478
N 0.627 2.790 -6.494
H 0.364 1.865 -3.660
H 0.463 3.435 -4.382
H 0.536 3.748 -6.188
H 0.606 2.562 -7.478
C 0.237 5.483 1.470
O 0.429 6.496 2.070
N -0.808 4.742 1.637
N 1.086 5.004 0.560
H -0.770 3.896 1.086
H -1.553 5.057 2.242
H 0.968 4.010 0.420
H 1.874 5.541 0.227
C 1.142 -5.951 -2.563
O 0.235 -6.451 -1.925
N 1.548 -4.780 -2.125
N 1.818 -6.413 -3.568
H 1.145 -4.368 -1.296
H 2.283 -4.328 -2.649
H 1.553 -7.244 -4.077
H 2.480 -5.753 -3.952
C -4.151 3.596 3.399
O -3.448 4.582 3.115
N -3.889 2.447 2.788
N -5.044 3.667 4.347
H -3.207 2.687 2.084
H -4.129 1.537 3.155
H -5.731 2.928 4.301
H -5.163 4.444 4.981
C 2.869 -0.477 -2.048
O 2.119 -0.293 -1.107
N 2.674 -1.298 -3.063
N 4.112 -0.025 -2.024
H 1.845 -1.868 -2.970
H 3.574 -1.736 -3.197
H 4.305 0.415 -1.136
H 4.821 -0.094 -2.741
C -4.012 1.870 -3.133
O -4.896 2.214 -3.903
N -2.752 1.607 -3.530
N -4.109 1.828 -1.794
H -2.800 1.515 -4.535
H -2.185 1.135 -2.840
H -5.049 1.823 -1.426
H -3.250 1.486 -1.387
C 3.557 -3.508 4.277
O 3.542 -4.647 3.841
N 4.253 -3.196 5.272
N 2.822 -2.551 3.823
H 4.665 -3.852 5.920
H 4.279 -2.190 5.353
H 2.423 -2.713 2.909
H 2.793 -1.673 4.320
C 4.430 -2.787 0.553
O 4.621 -1.607 0.589
N 5.435 -3.593 0.494
N 3.281 -3.450 0.631
H 6.314 -3.186 0.780
H 5.091 -4.530 0.649
H 3.259 -4.459 0.666
H 2.482 -2.888 0.886
C -5.346 -1.394 -0.881
O -6.167 -1.121 -1.689
N -4.038 -1.336 -0.959
N -5.652 -1.722 0.316
H -3.725 -1.149 -1.901
H -3.429 -1.888 -0.373
H -6.641 -1.684 0.518
H -5.056 -2.434 0.713
C -1.255 -1.523 -2.925
O -1.048 -0.876 -1.907
N -1.778 -2.684 -2.763
N -0.998 -1.204 -4.193
H -1.829 -3.384 -3.490
H -1.966 -2.911 -1.797
H -0.443 -0.396 -4.433
H -1.181 -1.982 -4.811
```

* strongest force on any atom: 0.3604 Eh/bohr
* lowest unoccupied orbital energy: -1.47 eV
* multiplicity: 1
* Kohn-Sham gap: 6.6 eV

=====

Entry 3:
ORCA calculation (ωB97M-V/def2-TZVPD) on 2 unconnected molecules or ions with the total composition C10H22B3NO6 at a distorted geometry.

Structure (XYZ):
```
42
C10H22B3NO6 | the Open Molecules 2025 dataset | ωB97M-V/def2-TZVPD
C 3.683 -2.098 0.997
C 3.705 -1.659 2.451
B 4.381 -0.149 2.700
O 5.858 0.109 2.604
B 5.946 0.986 1.382
O 5.054 2.188 1.224
B 3.670 1.845 1.703
N 2.420 2.200 0.918
C 1.322 2.776 1.787
C -0.079 1.928 1.457
C -0.008 0.402 2.134
C -0.239 -0.791 1.004
O 3.557 1.074 2.992
H 4.533 -2.768 0.552
H 2.825 -1.714 0.277
H 3.265 -2.325 3.310
H 6.720 0.648 0.535
H 2.647 2.869 0.122
H 1.545 2.751 2.936
H 1.185 3.907 1.452
H -0.293 1.882 0.287
H -1.003 2.473 1.953
H 1.056 0.259 2.655
H -0.821 0.262 2.996
H 0.762 -1.422 0.917
H -0.558 -0.358 -0.040
H -1.102 -1.530 1.368
C -4.099 -0.694 -5.187
C -3.242 -1.641 -4.365
O -2.917 -1.063 -3.095
C -3.903 -1.105 -2.162
O -5.012 -1.591 -2.312
O -3.450 -0.487 -1.043
C -4.428 -0.378 -0.011
H -3.619 0.287 -5.270
H -4.266 -1.095 -6.191
H -5.073 -0.531 -4.716
H -2.294 -1.815 -4.886
H -3.723 -2.617 -4.238
H -4.871 -1.351 0.223
H -5.201 0.338 -0.306
H -3.932 -0.001 0.888
```

* strongest force on any atom: 0.0954 Eh/bohr
* lowest unoccupied orbital energy: -1.32 eV
* SMILES: C=CB1OBOB(NCCCC)O1.CCOC(=O)OC
* multiplicity: 1
* Kohn-Sham gap: 6.4 eV

=====

Entry 4:
ORCA calculation (ωB97M-V/def2-TZVPD) on 2 unconnected molecules or ions with the total composition C2H4N2O at a distorted geometry.

Structure (XYZ):
```
9
C2H4N2O | the Open Molecules 2025 dataset | ωB97M-V/def2-TZVPD
H -1.858 -1.360 -1.448
N -1.524 -1.912 -0.701
C -0.570 -1.379 -0.065
C 0.008 -1.977 1.091
N 0.539 -2.433 2.004
H -0.138 -0.332 -0.124
O 0.708 1.762 0.307
H 0.923 0.961 -0.273
H 1.557 1.948 0.652
```

* strongest force on any atom: 0.0593 Eh/bohr
* lowest unoccupied orbital energy: -0.29 eV
* SMILES: [H]/N=C/C#N.O
* multiplicity: 1
* Kohn-Sham gap: 11.1 eV
* energy relative to the best compared isomer or geometry (same formula, charge and spin): 159.4 kJ/mol

=====

Entry 5:
ORCA calculation (ωB97M-V/def2-TZVPD) on 2 unconnected molecules or ions with the total composition C5H16N3 at a distorted geometry.

Structure (XYZ):
```
24
C5H16N3 | the Open Molecules 2025 dataset | ωB97M-V/def2-TZVPD
C 1.238 -0.437 -2.787
C -0.213 -0.765 -3.059
H 2.141 -1.144 -2.648
H 1.704 0.127 -3.693
H 1.379 0.235 -1.896
H -0.420 -1.683 -3.570
H -0.732 0.106 -3.445
H -0.814 -0.585 -2.108
C -0.253 1.537 0.706
C 0.798 1.958 1.690
C -0.620 -0.796 1.488
N -0.094 0.027 0.577
N -1.438 -0.479 2.492
N -0.621 -2.252 1.237
H -1.176 2.023 1.150
H -0.215 1.829 -0.337
H 1.099 3.121 1.568
H 1.777 1.514 1.339
H 0.402 -0.133 -0.305
H -1.615 0.430 2.877
H -1.812 -1.184 3.086
H -1.476 -2.644 1.773
H 0.328 -2.784 1.112
H 0.634 1.977 2.752
```

* strongest force on any atom: 0.1154 Eh/bohr
* lowest unoccupied orbital energy: -3.05 eV
* multiplicity: 1
* Kohn-Sham gap: 10.9 eV
* net charge: +1
* energy relative to the best compared isomer or geometry (same formula, charge and spin): 293.7 kJ/mol

=====

Entry 6:
ORCA calculation (ωB97M-V/def2-TZVPD) on a molecular structure, C30H29ClN3O6Pt.

Structure (XYZ):
```
70
C30H29ClN3O6Pt | the Open Molecules 2025 dataset | ωB97M-V/def2-TZVPD
Pt -0.021 -0.493 0.020
O 4.683 2.892 0.224
C 3.687 3.478 0.861
O 3.813 4.502 1.475
C 2.346 2.804 0.803
C 1.180 3.331 1.342
Cl 0.881 4.815 2.080
N 0.171 2.455 1.136
N 0.638 1.384 0.463
C 1.938 1.579 0.259
C 2.645 0.489 -0.505
O 3.841 0.586 -0.744
O 1.883 -0.479 -0.847
C -1.233 2.680 1.294
C -2.018 2.783 0.157
C -3.386 2.953 0.305
C -3.943 3.038 1.576
C -3.136 2.961 2.703
C -1.767 2.777 2.567
H 4.420 2.040 -0.214
H -1.562 2.717 -0.823
H -4.015 3.032 -0.571
H -5.009 3.180 1.687
H -3.570 3.043 3.691
H -1.122 2.709 3.434
C -1.219 -2.819 2.129
C -1.900 -1.457 2.185
C -1.349 -0.659 3.410
C -3.421 -1.592 2.337
C -1.558 -0.526 1.093
H -1.421 -3.360 3.055
H -0.140 -2.719 2.013
H -1.598 -3.415 1.298
H -1.602 -1.238 4.300
H -1.810 0.323 3.501
H -0.266 -0.551 3.358
H -3.643 -2.174 3.232
H -3.861 -2.113 1.486
H -3.899 -0.616 2.436
H -2.270 0.303 1.043
C 5.323 -2.284 -1.928
O 4.014 -2.857 -1.973
C 3.446 -3.215 -0.804
C 3.997 -3.030 0.456
C 3.322 -3.510 1.571
C 2.111 -4.177 1.448
C 1.543 -4.340 0.195
C 2.199 -3.842 -0.914
N 1.742 -4.040 -2.242
C 0.565 -4.173 -2.784
C -0.762 -3.905 -2.331
C -1.795 -4.549 -3.053
C -3.114 -4.292 -2.803
C -3.437 -3.311 -1.855
C -2.460 -2.627 -1.173
C -1.096 -2.913 -1.367
O -0.125 -2.332 -0.722
H 6.026 -2.977 -1.464
H 5.301 -1.335 -1.395
H 5.604 -2.109 -2.961
H 4.946 -2.528 0.570
H 3.764 -3.376 2.549
H 1.615 -4.576 2.321
H 0.601 -4.861 0.075
H 2.524 -4.132 -2.885
H 0.624 -4.544 -3.803
H -1.521 -5.272 -3.812
H -3.891 -4.808 -3.346
H -4.477 -3.069 -1.672
H -2.732 -1.831 -0.491
```

* strongest force on any atom: 0.0054 Eh/bohr
* lowest unoccupied orbital energy: -3.91 eV
* multiplicity: 1
* Kohn-Sham gap: 7.1 eV
* net charge: +1
* energy relative to the best compared isomer or geometry (same formula, charge and spin): 4.3 kJ/mol

=====

How do the records compare in electronic energy? In the order shown, they have -3753.18017 -3729.34456 -974.96393 -263.30255 -364.06349 -2355.59083 Ha.